DFT (wB97M-V/def2-TZVPD) results for C16H49F6N3O7P as an isolated structure in a non-equilibrium geometry.

Geometry as XYZ:
```
82
Properties=species:S:1:pos:R:3
P -0.801 0.564 0.364
F -1.301 0.271 -1.144
F -1.280 -0.947 0.810
F 0.602 0.013 -0.338
F 0.032 0.896 1.740
F -0.656 2.098 -0.175
F -2.198 1.241 0.869
C -1.324 2.492 2.381
C -0.083 3.376 2.337
C 0.517 3.873 3.661
O 1.818 4.651 3.488
C 2.068 5.633 4.526
N 0.989 2.616 1.656
H -1.734 2.439 1.373
H -2.029 3.050 2.998
H -1.142 1.551 2.900
H -0.272 4.285 1.765
H 0.854 3.075 4.323
H -0.283 4.389 4.192
H 2.750 6.400 4.158
H 2.618 5.080 5.286
H 1.232 6.176 4.968
H 1.165 1.944 2.390
H 0.510 2.068 0.956
C 0.032 -2.427 -0.617
C -1.114 -3.543 -0.382
C -0.955 -4.815 -1.199
O -1.451 -4.510 -2.539
C -0.648 -5.170 -3.483
N -1.030 -3.826 1.057
H -0.409 -1.558 -0.130
H 0.030 -2.154 -1.672
H 1.078 -2.571 -0.344
H -2.108 -3.163 -0.618
H -1.516 -5.623 -0.729
H 0.050 -5.236 -1.182
H 0.142 -4.457 -3.719
H -1.151 -5.327 -4.438
H -0.463 -6.232 -3.322
H -1.158 -3.099 1.745
H -1.829 -4.419 1.229
C 1.571 -1.450 -1.990
C 2.438 -0.168 -1.888
C 3.364 0.084 -3.122
O 4.276 -1.011 -3.270
C 5.488 -0.859 -2.494
N 1.487 0.976 -1.767
H 0.801 -1.559 -1.226
H 2.186 -2.310 -1.724
H 1.038 -1.628 -2.924
H 3.063 -0.486 -1.054
H 3.953 0.993 -2.993
H 2.870 0.289 -4.071
H 6.323 -0.203 -2.740
H 5.974 -1.835 -2.489
H 5.227 -0.832 -1.436
H 1.969 1.616 -1.152
H 0.676 0.638 -1.270
C 1.838 -0.736 1.753
O 1.793 0.557 2.347
H 2.721 -1.280 2.090
H 0.942 -1.348 1.852
H 2.127 -0.568 0.716
H 1.039 1.072 2.048
C -3.930 -1.961 -0.797
O -3.694 -0.599 -0.463
H -4.918 -1.980 -1.257
H -3.214 -2.281 -1.555
H -3.828 -2.577 0.097
H -2.783 -0.394 -0.684
C -0.645 2.467 -2.283
O -1.650 3.293 -1.727
H -0.950 1.454 -2.020
H -0.618 2.470 -3.373
H 0.339 2.663 -1.857
H -1.816 3.020 -0.822
C -3.851 1.101 1.418
O -5.154 0.591 1.714
H -3.492 0.822 0.428
H -3.684 2.160 1.617
H -3.317 0.625 2.240
H -5.509 0.071 0.990
```

Results
Molecular weight: 540.5 g mol⁻¹
Total charge: -1
LUMO level: 2.7 eV
ΔE to the lowest compared entry with this formula, charge and spin: 2769.50 kJ/mol
E: -2269.6074 Eh
Orbital gap: 8.15 eV

These are the Mulliken partial charges, in e, on atoms 1 to 5:
1 P 1.758
2 F -0.637
3 F 0.180
4 F -0.618
5 F -0.636